C24H30FN6O2 | the ωB97M-V functional and the def2-TZVPD basis

Results
Calculated total energy ... -41096.45161 eV
Net charge ... +1
HOMO ... -10.9 eV
Frontier orbital gap ... 8.038 eV

Last column: natural (NBO) charge in e.
Positions of all 63 atoms, in Å:
C: -1.23 6.33 -0.34  -0.247
H: -1.94 5.99 0.31  0.195
O: 0.10 5.57 -0.08  -0.457
C: 0.20 4.38 -0.08  0.367
C: -0.75 3.59 -0.44  -0.434
C: -0.69 2.26 -0.19  -0.098
C: 0.47 1.82 0.12  -0.083
C: 1.79 2.51 0.32  -0.214
C: 1.57 3.90 0.28  -0.190
H: 2.26 4.58 0.37  0.203
H: 2.69 2.07 0.74  0.230
C: 1.01 0.16 0.29  -0.082
C: -0.25 -0.46 0.62  0.276
N: -1.03 -1.60 0.34  -0.319
N: -1.83 -1.87 1.10  -0.057
N: -1.98 -1.06 2.23  -0.077
N: -0.96 -0.21 1.88  -0.146
C: -0.57 0.71 3.04  -0.222
H: -1.35 0.68 3.64  0.211
H: -0.22 1.56 2.66  0.199
C: 0.69 0.05 3.93  0.179
C: 0.97 1.07 5.20  -0.368
H: 1.28 0.42 6.04  0.222
C: 2.19 1.65 4.52  -0.434
H: 2.33 2.27 3.75  0.218
C: 2.86 0.33 3.59  -0.034
H: 3.40 -0.15 4.15  0.147
H: 3.54 0.53 2.87  0.169
O: 1.64 -0.19 3.19  -0.524
H: 2.94 1.99 5.10  0.209
H: 0.36 1.68 5.30  0.170
H: 0.33 -0.89 4.33  0.161
N: 1.27 -0.44 -1.06  -0.494
C: 1.81 -1.66 -1.18  -0.199
C: 1.06 -2.57 -2.13  -0.243
N: -0.37 -2.39 -1.99  -0.414
H: -0.52 -2.13 -1.14  0.449
C: -1.49 -3.20 -2.62  0.205
C: -2.30 -3.72 -1.90  -0.342
C: -3.19 -4.63 -2.29  -0.123
C: -3.14 -5.09 -3.83  0.395
C: -2.08 -4.52 -4.34  -0.273
C: -1.06 -3.57 -3.99  -0.219
H: -0.27 -3.17 -4.69  0.266
H: -1.67 -4.96 -5.48  0.220
F: -3.83 -6.09 -4.44  -0.286
H: -4.06 -5.04 -2.02  0.232
H: -2.55 -3.37 -1.11  0.248
C: -0.40 -0.99 -2.72  -0.271
C: 0.69 0.07 -2.18  -0.170
H: 1.51 -0.11 -3.08  0.155
H: 0.41 0.98 -2.24  0.227
H: -0.49 -1.18 -3.92  0.249
H: -1.58 -0.46 -2.47  0.225
H: 1.33 -2.56 -3.18  0.228
H: 0.93 -3.75 -1.69  0.243
H: 2.93 -1.69 -1.41  0.212
H: 1.69 -2.11 -0.02  0.209
H: 1.68 -0.09 0.96  0.237
H: -1.80 1.43 -0.34  0.218
H: -1.80 3.87 -0.58  0.225
H: -1.60 6.06 -1.34  0.195
H: -0.91 7.38 -0.36  0.228

---

C11H21N3O5 | the ωB97M-V functional and the def2-TZVPD basis

Results
SMILES ... NCCCC[C@H](NC(=O)[C@@H](N)CCC(=O)O)C(=O)O
ΔE to the lowest compared entry with this formula, charge and spin ... 13.50 kJ/mol
Calculated total energy ... -26456.65812 eV
HOMO ... -9.4 eV
Frontier orbital gap ... 9.742 eV

Last column: natural (NBO) charge in e.
Positions of all 40 atoms, in Å:
N: -3.87 -2.01 -0.95  -0.835
C: -3.94 -1.44 0.42  -0.208
C: -3.58 0.05 0.41  -0.400
C: -2.15 0.28 -0.14  -0.403
C: -1.56 1.68 -0.02  -0.407
C: -0.16 1.89 -0.47  -0.147
N: 0.81 1.33 0.55  -0.624
C: 2.04 0.88 0.15  0.689
O: 2.59 1.39 -0.82  -0.674
C: 2.78 0.05 1.19  -0.149
N: 1.89 -0.42 2.22  -0.847
C: 3.46 -1.10 0.41  -0.400
C: 2.42 -2.10 -0.10  -0.535
C: 1.69 -1.65 -1.31  0.794
O: 0.48 -1.39 -1.38  -0.614
O: 2.53 -1.60 -2.33  -0.671
C: 0.05 3.47 -0.61  0.790
O: -0.91 4.20 -0.57  -0.583
O: 1.24 3.91 -0.93  -0.663
H: -2.90 -2.20 -1.13  0.351
H: -4.25 -2.94 -1.02  0.354
H: -4.97 -1.51 0.72  0.190
H: -3.30 -1.98 1.19  0.157
H: -4.33 0.55 -0.22  0.210
H: -3.67 0.42 1.44  0.199
H: -2.11 0.04 -1.19  0.209
H: -1.41 -0.44 0.36  0.191
H: -1.56 1.93 1.03  0.193
H: -2.17 2.42 -0.53  0.249
H: 0.01 1.40 -1.44  0.230
H: 0.50 0.74 1.29  0.415
H: 3.54 0.74 1.52  0.215
H: 1.82 0.26 2.97  0.377
H: 2.35 -1.23 2.60  0.371
H: 4.16 -1.64 1.03  0.214
H: 4.00 -0.60 -0.42  0.255
H: 1.66 -2.26 0.71  0.245
H: 2.93 -3.05 -0.45  0.248
H: 2.06 -1.27 -3.09  0.501
H: 1.83 3.17 -1.11  0.512

---

C3H4N3 | the ωB97M-V functional and the def2-TZVPD basis

Results
SMILES ... C=C=NNC#[NH+]
ΔE to the lowest compared entry with this formula, charge and spin ... 338.42 kJ/mol
Calculated total energy ... -7632.79860 eV
Net charge ... +1
HOMO (spin up / spin down) ... -14.7 / -14.7 eV
Frontier orbital gap (spin up / spin down) ... 8.073 / 8.075 eV

Last column: natural (NBO) charge in e.
Positions of all 10 atoms, in Å:
C: 0.72 1.28 -1.29  -0.373
C: 0.72 0.48 -0.28  0.306
N: 1.07 -0.13 0.76  -0.130
N: 0.56 -1.04 1.50  -0.251
C: -1.15 -1.15 1.06  0.528
N: -1.72 -0.96 0.08  -0.549
H: 0.78 2.28 -1.30  0.262
H: 0.58 0.81 -2.27  0.264
H: 0.56 -0.98 2.53  0.442
H: -2.13 -0.59 -0.80  0.500

---

C3H4Se | the ωB97M-V functional and the def2-TZVPD basis

Results
ΔE to the lowest compared entry with this formula, charge and spin ... 292.23 kJ/mol
Calculated total energy ... -68516.26238 eV
HOMO (spin up / spin down) ... -8.2 / -8.2 eV
Frontier orbital gap (spin up / spin down) ... 5.434 / 5.418 eV

Last column: natural (NBO) charge in e.
Positions of all 8 atoms, in Å:
C: -1.71 -0.90 -0.19  -0.111
C: -0.94 0.00 0.08  -0.100
C: -0.21 1.07 0.36  -0.230
Se: 2.77 -0.31 0.20  -0.270
H: -1.99 -1.87 -0.47  0.239
H: -0.30 1.56 1.24  0.212
H: -0.02 1.67 -0.46  0.219
H: 2.39 -1.21 -0.76  0.041

---

C20H26N3 | the ωB97M-V functional and the def2-TZVPD basis

Results
ΔE to the lowest compared entry with this formula, charge and spin ... 205.92 kJ/mol
Calculated total energy ... -25623.92395 eV
Net charge ... +1
HOMO ... -9.3 eV
Frontier orbital gap ... 4.468 eV

Last column: natural (NBO) charge in e.
Positions of all 49 atoms, in Å:
C: 4.82 -0.30 0.52  -0.419
N: 3.39 -0.58 0.51  -0.274
C: 2.41 0.35 0.42  0.176
C: 1.14 -0.29 0.52  -0.198
C: -0.09 0.38 0.48  0.094
C: -1.36 -0.30 0.48  -0.180
C: -1.62 -1.39 -0.39  -0.156
C: -2.82 -2.09 -0.34  -0.177
C: -3.80 -1.75 0.60  0.041
C: -5.05 -2.56 0.70  -0.646
C: -3.58 -0.65 1.44  -0.214
C: -2.40 0.08 1.36  -0.135
C: 1.42 -1.72 0.72  -0.004
C: 0.68 -2.84 1.09  -0.196
C: 1.34 -4.07 1.27  -0.195
C: 2.73 -4.17 1.17  -0.180
C: 3.51 -3.04 0.89  -0.215
C: 2.83 -1.85 0.66  0.110
H: 5.35 -1.25 0.58  0.233
H: 5.11 0.23 -0.40  0.235
H: 5.09 0.33 1.38  0.235
H: 2.64 1.41 0.34  0.242
H: -0.07 1.46 0.57  0.249
H: -0.84 -1.68 -1.10  0.226
H: -2.99 -2.93 -1.01  0.224
H: -5.72 -2.13 1.44  0.227
H: -5.57 -2.59 -0.26  0.239
H: -4.85 -3.60 0.98  0.238
H: -4.34 -0.39 2.19  0.232
H: -2.21 0.94 2.03  0.227
H: -0.39 -2.75 1.26  0.237
H: 0.74 -4.96 1.51  0.235
H: 3.21 -5.13 1.32  0.236
H: 4.59 -3.06 0.83  0.226
C: 1.17 2.57 -2.40  -0.403
N: 0.01 3.31 -1.93  -0.315
C: -1.30 2.94 -2.37  -0.410
N: 0.12 3.84 -0.66  -0.511
C: -0.80 4.91 -0.30  -0.418
H: 1.02 2.37 -3.47  0.224
H: 2.07 3.19 -2.26  0.193
H: 1.32 1.62 -1.86  0.138
H: -1.21 2.60 -3.41  0.215
H: -1.76 2.13 -1.77  0.154
H: -1.95 3.82 -2.32  0.203
H: 1.10 4.03 -0.47  0.360
H: -0.83 4.98 0.79  0.208
H: -0.47 5.88 -0.70  0.184
H: -1.81 4.71 -0.66  0.206

---

C12H12O3 | the ωB97M-V functional and the def2-TZVPD basis

Results
SMILES ... COC1=C(c2ccccc2)C(=O)[C@@]1(C)O
ΔE to the lowest compared entry with this formula, charge and spin ... 432.45 kJ/mol
Calculated total energy ... -18777.41858 eV
HOMO ... -8.0 eV
Frontier orbital gap ... 8.097 eV

Last column: natural (NBO) charge in e.
Positions of all 27 atoms, in Å:
C: 2.68 -2.17 0.34  -0.269
O: 1.30 -1.71 0.14  -0.476
C: 1.11 -0.39 0.11  0.469
C: -0.18 0.54 0.22  -0.161
C: -1.56 0.24 0.34  -0.111
C: -2.07 -1.04 0.11  -0.178
C: -3.43 -1.31 0.02  -0.209
C: -4.31 -0.32 0.20  -0.222
C: -3.84 0.98 0.43  -0.211
C: -2.51 1.26 0.58  -0.170
C: 0.75 1.68 -0.06  0.542
O: 0.59 2.86 -0.17  -0.566
C: 2.06 0.77 -0.12  0.069
C: 2.78 0.84 -1.41  -0.637
O: 2.97 0.98 0.95  -0.715
H: 3.38 -2.13 -0.46  0.193
H: 2.41 -3.26 0.69  0.216
H: 3.18 -1.52 1.05  0.211
H: -1.40 -1.83 -0.08  0.208
H: -3.83 -2.37 -0.08  0.217
H: -5.32 -0.65 -0.29  0.220
H: -4.52 1.81 0.54  0.215
H: -2.22 2.18 0.98  0.221
H: 2.20 0.78 -2.28  0.224
H: 3.57 0.05 -1.47  0.209
H: 3.31 1.83 -1.41  0.230
H: 2.90 1.90 1.12  0.482

---

C4H4N2O | the ωB97M-V functional and the def2-TZVPD basis

Results
ΔE to the lowest compared entry with this formula, charge and spin ... 504.19 kJ/mol
Calculated total energy ... -9235.26228 eV
HOMO (spin up / spin down) ... -9.1 / -9.1 eV
Frontier orbital gap (spin up / spin down) ... 8.530 / 8.530 eV

Last column: natural (NBO) charge in e.
Positions of all 11 atoms, in Å:
O: 0.89 -0.17 -2.30  -0.490
C: 1.36 -0.58 -1.26  0.309
C: 0.65 -0.77 -0.03  0.166
C: -0.09 -1.28 0.91  -0.017
N: -1.18 -0.48 0.69  -0.446
C: -1.18 0.88 0.56  0.240
N: -0.27 1.54 -0.04  -0.667
H: 2.43 -0.87 -1.16  0.151
H: -0.08 -2.14 1.57  0.221
H: -2.08 1.32 1.00  0.180
H: -0.43 2.55 0.05  0.352

---

What is the formula in the sixth record?
C12H12O3